{"formula": "C9H14", "method": "ωB97M-V/def2-TZVPD", "charge": 0, "e_homo_ev": -8.71, "lumo_ha": 0.0363, "smiles": "Cc1ccccc1.CC", "e_above_lowest_kcal_mol": 44.7, "gap_ev": 9.696, "elements": ["C", "C", "H", "H", "H", "H", "H", "H", "C", "C", "C", "C", "C", "C", "C", "H", "H", "H", "H", "H", "H", "H", "H"], "xyz": [[-0.06546, -0.93537, -2.43111], [-0.43491, -2.41494, -2.16561], [-0.02583, -0.76440, -3.56721], [-0.77039, -0.23468, -1.95203], [0.91348, -0.75876, -2.05351], [0.30887, -2.86743, -1.55982], [-0.45091, -3.03207, -2.96365], [-1.31820, -2.63402, -1.50874], [-0.83269, 2.67717, 2.26080], [1.14151, -0.72453, 0.50212], [1.54230, 0.59875, 0.13441], [-0.18000, -0.88135, 1.01827], [1.00351, 1.68454, 0.72772], [-0.78392, 0.24277, 1.60899], [-0.16580, 1.49116, 1.52497], [1.76657, -1.53339, 0.20018], [2.47283, 0.58943, -0.60815], [-0.67906, -1.82987, 0.86679], [1.46068, 2.56523, 0.57081], [-1.80446, -0.05556, 1.92572], [-1.60736, 3.10027, 1.72615], [-0.15736, 3.52185, 2.64650], [-1.33342, 2.19521, 3.09643]], "mulliken_charge": [-0.49, -1.03, 0.34, 0.21, 0.03, 0.31, 0.41, 0.24, -1.35, -0.91, -0.15, -0.20, -0.76, -0.56, 0.92, 0.52, 0.23, 0.42, 0.56, 0.27, 0.32, 0.32, 0.37]}

{"formula": "C9H14", "method": "ωB97M-V/def2-TZVPD", "charge": 0, "e_homo_ev": -9.05, "lumo_ha": 0.0382, "smiles": "Cc1ccccc1.CC", "e_above_lowest_kcal_mol": 14.2, "gap_ev": 10.091, "elements": ["C", "C", "H", "H", "H", "H", "H", "H", "C", "C", "C", "C", "C", "C", "C", "H", "H", "H", "H", "H", "H", "H", "H"], "xyz": [[-2.64549, -1.06513, -0.44925], [-1.50152, -1.16504, -1.45530], [-3.28942, -0.24868, -0.81769], [-3.32270, -1.90816, -0.43081], [-2.34331, -0.84980, 0.57421], [-1.15435, -0.20202, -1.82731], [-1.81626, -1.67827, -2.37257], [-0.69217, -1.70296, -1.00179], [1.25429, 1.32442, -1.59906], [0.42055, 1.08851, 2.13587], [1.04069, -0.07073, 2.50406], [0.62109, 1.58977, 0.84425], [1.18137, 0.83599, -0.17337], [1.57403, -0.85869, 1.47701], [1.68055, -0.43694, 0.16516], [-0.22068, 1.67268, 2.77339], [0.93165, -0.46569, 3.50421], [0.31093, 2.58962, 0.54922], [2.04773, -1.80480, 1.75681], [0.69744, 2.25956, -1.68186], [0.83785, 0.51689, -2.18123], [2.11396, -1.13089, -0.54956], [2.27378, 1.71036, -1.74441]], "mulliken_charge": [-0.96, -0.49, 0.25, 0.33, 0.26, 0.03, 0.39, 0.18, -1.42, -0.35, -0.70, -0.53, 0.86, -0.15, -0.53, 0.38, 0.35, 0.28, 0.33, 0.34, 0.34, 0.40, 0.39]}

{"formula": "C9H14", "method": "ωB97M-V/def2-TZVPD", "charge": 0, "e_homo_ev": -9.00, "lumo_ha": 0.0370, "smiles": "Cc1ccccc1.CC", "e_above_lowest_kcal_mol": 9.8, "gap_ev": 10.007, "elements": ["C", "C", "C", "C", "C", "C", "C", "H", "H", "H", "H", "H", "H", "H", "H", "C", "C", "H", "H", "H", "H", "H", "H"], "xyz": [[2.49110, -0.22536, -1.70162], [-0.89446, 1.86339, -0.12260], [-0.79354, 1.64278, -1.48901], [-0.02521, 1.22779, 0.75172], [0.26529, 0.87852, -1.95509], [1.06055, 0.52134, 0.27062], [1.24996, 0.38857, -1.10798], [-1.65507, 2.49535, 0.29717], [-1.52220, 2.10683, -2.14238], [-0.23512, 1.26167, 1.81181], [0.37079, 0.67278, -3.01863], [1.80794, -0.02100, 0.83890], [3.02910, -0.84132, -0.98745], [3.07803, 0.60795, -2.08750], [2.23551, -0.83387, -2.56393], [-2.27543, -2.55931, 2.01240], [-0.82256, -2.21969, 2.43254], [-3.01751, -2.13574, 2.66409], [-2.46869, -2.32828, 0.97642], [-2.38072, -3.61647, 2.13689], [-0.81399, -1.78687, 3.42571], [-0.22394, -3.11889, 2.32784], [-0.35539, -1.43859, 1.82705]], "mulliken_charge": [-1.36, -0.46, -0.52, -0.35, -0.32, -0.62, 0.83, 0.38, 0.38, 0.40, 0.32, 0.29, 0.38, 0.30, 0.35, -0.89, -0.43, 0.29, 0.29, 0.29, 0.27, 0.32, -0.12]}

{"formula": "C9H14", "method": "ωB97M-V/def2-TZVPD", "charge": 0, "e_homo_ev": -8.91, "lumo_ha": 0.0372, "smiles": "Cc1ccccc1.CC", "e_above_lowest_kcal_mol": 20.7, "gap_ev": 9.919, "elements": ["C", "C", "C", "C", "C", "C", "C", "H", "H", "H", "H", "H", "H", "H", "H", "C", "C", "H", "H", "H", "H", "H", "H"], "xyz": [[0.35605, 1.88603, 1.02035], [0.78347, -0.04230, -0.57920], [1.22946, 0.87155, 0.34481], [1.70044, -0.90167, -1.15629], [2.61732, 1.07260, 0.54802], [3.05617, -0.73786, -0.99128], [3.53689, 0.30093, -0.16157], [-0.23971, -0.10580, -0.92652], [1.36774, -1.66822, -1.84545], [0.71532, 2.08346, 2.03333], [-0.72952, 1.86601, 1.03699], [3.04270, 1.78541, 1.24052], [3.77596, -1.50943, -1.23669], [4.59720, 0.48992, -0.10531], [0.50843, 2.85740, 0.51595], [-3.42487, -1.02571, -0.71623], [-3.14176, -1.03672, 0.74415], [-4.01701, -0.14433, -0.99804], [-2.67570, -0.99238, -1.50259], [-4.01418, -1.93866, -0.88991], [-2.41056, -1.75990, 1.14056], [-3.96088, -1.25803, 1.42656], [-2.67297, -0.09230, 1.05786]], "mulliken_charge": [-1.36, -0.36, 0.81, -0.30, -0.55, -0.59, -0.38, 0.35, 0.35, 0.33, 0.32, 0.33, 0.34, 0.37, 0.32, -0.78, -0.76, 0.23, 0.30, 0.26, 0.29, 0.33, 0.13]}

{"formula": "C9H14", "method": "ωB97M-V/def2-TZVPD", "charge": 0, "e_homo_ev": -9.05, "lumo_ha": 0.0381, "smiles": "Cc1ccccc1.CC", "e_above_lowest_kcal_mol": 12.9, "gap_ev": 10.084, "elements": ["C", "C", "C", "C", "C", "C", "C", "H", "H", "H", "H", "H", "H", "H", "H", "C", "C", "H", "H", "H", "H", "H", "H"], "xyz": [[1.40794, 2.26433, 0.90001], [-1.11715, 0.18417, -1.89723], [0.09486, -0.35146, -1.47735], [-1.49868, 1.46046, -1.42555], [0.85222, 0.34214, -0.51942], [-0.64245, 2.20558, -0.62334], [0.47060, 1.58498, -0.06731], [-1.76846, -0.38856, -2.54059], [0.46375, -1.28609, -1.87828], [-2.50563, 1.75865, -1.68510], [1.67420, -0.21836, -0.10003], [-0.91333, 3.21107, -0.33252], [1.22775, 3.33284, 1.04743], [2.42340, 2.28794, 0.49386], [1.44516, 1.76940, 1.86270], [-0.87255, -1.93749, 1.19069], [0.47663, -2.61035, 0.91393], [-0.80356, -0.87128, 1.39995], [-1.48524, -2.08409, 0.30259], [-1.33800, -2.37606, 2.07606], [1.09926, -2.00530, 0.26853], [0.97360, -2.81579, 1.85576], [0.33570, -3.45676, 0.23522]], "mulliken_charge": [-1.50, -0.47, -0.54, -0.42, -0.43, -0.55, 0.91, 0.41, 0.42, 0.37, 0.45, 0.34, 0.37, 0.37, 0.30, -0.68, -0.75, 0.16, 0.25, 0.34, 0.09, 0.31, 0.27]}

Please write out number 3 again, unchanged.
{"formula": "C9H14", "method": "ωB97M-V/def2-TZVPD", "charge": 0, "e_homo_ev": -9.00, "lumo_ha": 0.0370, "smiles": "Cc1ccccc1.CC", "e_above_lowest_kcal_mol": 9.8, "gap_ev": 10.007, "elements": ["C", "C", "C", "C", "C", "C", "C", "H", "H", "H", "H", "H", "H", "H", "H", "C", "C", "H", "H", "H", "H", "H", "H"], "xyz": [[2.49110, -0.22536, -1.70162], [-0.89446, 1.86339, -0.12260], [-0.79354, 1.64278, -1.48901], [-0.02521, 1.22779, 0.75172], [0.26529, 0.87852, -1.95509], [1.06055, 0.52134, 0.27062], [1.24996, 0.38857, -1.10798], [-1.65507, 2.49535, 0.29717], [-1.52220, 2.10683, -2.14238], [-0.23512, 1.26167, 1.81181], [0.37079, 0.67278, -3.01863], [1.80794, -0.02100, 0.83890], [3.02910, -0.84132, -0.98745], [3.07803, 0.60795, -2.08750], [2.23551, -0.83387, -2.56393], [-2.27543, -2.55931, 2.01240], [-0.82256, -2.21969, 2.43254], [-3.01751, -2.13574, 2.66409], [-2.46869, -2.32828, 0.97642], [-2.38072, -3.61647, 2.13689], [-0.81399, -1.78687, 3.42571], [-0.22394, -3.11889, 2.32784], [-0.35539, -1.43859, 1.82705]], "mulliken_charge": [-1.36, -0.46, -0.52, -0.35, -0.32, -0.62, 0.83, 0.38, 0.38, 0.40, 0.32, 0.29, 0.38, 0.30, 0.35, -0.89, -0.43, 0.29, 0.29, 0.29, 0.27, 0.32, -0.12]}